1.
{
  "formula": "C15H31Br14NO2",
  "method": "ωB97M-V with the def2-TZVPD basis set",
  "species": ["C", "N", "O", "O", "H", "H", "H", "Br", "C", "C", "Br", "H", "H", "H", "H", "Br", "C", "C", "Br", "H", "H", "H", "H", "Br", "C", "C", "Br", "H", "H", "H", "H", "Br", "C", "C", "Br", "H", "H", "H", "H", "Br", "C", "C", "Br", "H", "H", "H", "H", "Br", "C", "C", "Br", "H", "H", "H", "H", "Br", "C", "C", "Br", "H", "H", "H", "H"],
  "positions_angstrom": [[-3.586, 2.348, 1.962], [-3.522, 2.436, 3.437], [-2.439, 2.048, 3.918], [-4.510, 2.806, 3.995], [-4.202, 1.532, 1.585], [-2.577, 2.195, 1.578], [-3.879, 3.321, 1.566], [2.542, -7.613, -4.155], [2.495, -7.559, -2.156], [1.925, -6.142, -1.680], [2.075, -5.981, 0.299], [3.567, -7.638, -1.973], [2.044, -8.425, -1.670], [0.894, -5.963, -1.986], [2.481, -5.347, -2.177], [-1.338, -2.834, 4.310], [-2.049, -0.974, 4.708], [-3.453, -0.962, 4.104], [-3.608, -1.364, 2.179], [-1.359, -0.214, 4.341], [-1.993, -0.779, 5.779], [-3.950, 0.004, 4.197], [-4.184, -1.596, 4.607], [1.809, 1.314, -1.170], [3.570, 1.917, -0.449], [3.821, 3.405, -0.790], [5.695, 3.812, -0.357], [4.280, 1.200, -0.860], [3.583, 1.636, 0.604], [3.161, 4.086, -0.253], [3.737, 3.492, -1.873], [0.615, -0.806, -4.362], [1.679, -2.445, -4.231], [1.254, -3.562, -5.204], [-0.432, -4.429, -4.780], [1.619, -2.791, -3.199], [2.711, -2.141, -4.406], [2.070, -4.273, -5.335], [1.105, -3.101, -6.180], [-3.254, 1.837, -1.218], [-1.449, 2.286, -1.720], [-1.410, 3.747, -2.112], [0.438, 4.338, -2.584], [-1.308, 1.621, -2.572], [-0.688, 2.073, -0.968], [-1.683, 4.424, -1.303], [-2.050, 3.858, -2.988], [-1.838, 5.212, 2.149], [0.101, 5.366, 2.329], [0.556, 3.998, 2.916], [2.566, 3.771, 2.700], [0.476, 6.187, 2.940], [0.474, 5.560, 1.324], [0.226, 3.082, 2.427], [0.324, 3.818, 3.966], [-0.366, -3.389, -1.148], [-0.622, -1.493, -0.628], [-0.184, -1.439, 0.852], [-0.527, 0.434, 1.460], [-1.649, -1.179, -0.814], [0.036, -0.928, -1.289], [0.888, -1.632, 0.883], [-0.710, -2.163, 1.474]],
  "lowdin_charge": [-0.13, -0.44, -0.01, 0.10, 0.05, -0.02, 0.05, 0.56, -0.62, -0.68, 0.56, 0.03, 0.06, 0.01, 0.04, 0.56, -0.57, -0.66, 0.62, 0.02, 0.07, 0.03, 0.06, 0.63, -0.64, -0.69, 0.60, 0.04, 0.03, 0.01, 0.04, 0.60, -0.67, -0.68, 0.59, 0.00, 0.06, 0.05, 0.04, 0.74, -0.73, -0.64, 0.57, 0.04, -0.05, 0.04, 0.06, 0.71, -0.63, -0.61, 0.60, 0.07, 0.04, -0.02, 0.06, 0.65, -0.65, -0.63, 0.65, 0.05, -0.03, 0.06, -0.01],
  "molar_mass_g_mol": 1376.1,
  "total_charge": 0,
  "relative_energy_kj_mol": 61.1,
  "gap_ev": 9.70,
  "homo_energy_ev": -9.76,
  "smiles": "C[N+](=O)[O-].BrCCBr.BrCCBr.BrCCBr.BrCCBr.BrCCBr.BrCCBr.BrCCBr"
}

2.
{
  "formula": "C15H31BrCaP2",
  "method": "ωB97M-V with the def2-TZVPD basis set",
  "species": ["P", "P", "C", "C", "H", "H", "H", "H", "C", "H", "H", "H", "C", "H", "H", "H", "C", "H", "H", "H", "C", "H", "H", "H", "Ca", "C", "C", "C", "C", "C", "C", "C", "C", "C", "H", "H", "H", "H", "H", "H", "H", "H", "H", "H", "H", "H", "H", "H", "H", "Br"],
  "positions_angstrom": [[-0.104, -1.449, -1.832], [0.223, 1.719, -1.654], [-0.343, -0.461, -3.401], [0.374, 0.896, -3.338], [-1.428, -0.341, -3.556], [0.059, -1.089, -4.219], [1.452, 0.797, -3.551], [-0.065, 1.611, -4.063], [-1.458, 2.434, -1.922], [-1.690, 3.123, -1.103], [-2.224, 1.646, -1.945], [-1.449, 2.972, -2.880], [1.220, 3.229, -1.929], [0.822, 3.758, -2.803], [2.263, 2.937, -2.097], [1.158, 3.860, -1.035], [-1.087, -2.951, -2.137], [-0.942, -3.636, -1.292], [-0.748, -3.415, -3.072], [-2.145, -2.675, -2.202], [1.591, -2.069, -2.187], [2.327, -1.254, -2.153], [1.584, -2.526, -3.187], [1.867, -2.815, -1.435], [0.291, 0.157, 4.521], [0.558, 1.840, 1.574], [-0.765, 1.667, 1.404], [-1.497, 0.595, 0.680], [-1.874, -0.712, 1.434], [-0.767, -1.636, 1.824], [0.555, -1.508, 1.603], [1.243, -0.500, 0.741], [1.675, 0.859, 1.325], [0.186, -1.843, 5.708], [0.892, 2.742, 2.120], [-1.418, 2.391, 1.912], [-1.000, 0.276, -0.257], [-2.451, 1.029, 0.332], [-2.478, -0.441, 2.316], [-2.575, -1.250, 0.769], [-1.109, -2.525, 2.385], [1.226, -2.273, 2.029], [0.632, -0.240, -0.151], [2.147, -0.984, 0.327], [2.270, 0.706, 2.250], [2.406, 1.272, 0.600], [0.917, -1.640, 6.509], [0.469, -2.758, 5.165], [-0.799, -1.980, 6.164], [0.006, 2.455, 5.707]],
  "lowdin_charge": [0.86, 0.88, -0.41, -0.42, 0.08, 0.07, 0.07, 0.07, -0.27, 0.04, 0.04, 0.04, -0.28, 0.04, 0.04, 0.04, -0.29, 0.04, 0.04, 0.04, -0.27, 0.04, 0.04, 0.04, 0.89, -0.16, -0.14, -0.27, -0.18, -0.13, -0.13, -0.30, -0.21, -0.40, 0.11, 0.12, -0.03, 0.11, 0.11, 0.12, 0.11, 0.11, -0.07, 0.11, 0.11, 0.11, -0.07, -0.07, -0.07, -0.34],
  "molar_mass_g_mol": 393.3,
  "total_charge": 0,
  "relative_energy_kj_mol": 30.1,
  "gap_ev": 7.52,
  "homo_energy_ev": -7.41
}

3.
{
  "formula": "C15H31BrOsP2",
  "method": "ωB97M-V with the def2-TZVPD basis set",
  "species": ["P", "P", "C", "C", "H", "H", "H", "H", "C", "H", "H", "H", "C", "H", "H", "H", "C", "H", "H", "H", "C", "H", "H", "H", "Os", "C", "C", "C", "C", "C", "C", "C", "C", "C", "H", "H", "H", "H", "H", "H", "H", "H", "H", "H", "H", "H", "H", "H", "H", "Br"],
  "positions_angstrom": [[-1.016, 1.179, -1.562], [-0.512, -2.202, 0.561], [-1.653, -0.553, -1.539], [-1.893, -1.322, -0.222], [-1.065, -1.151, -2.252], [-2.640, -0.429, -2.012], [-2.399, -0.712, 0.537], [-2.626, -2.111, -0.453], [-0.516, -3.777, -0.357], [0.314, -4.443, -0.061], [-0.457, -3.611, -1.448], [-1.466, -4.295, -0.147], [-1.051, -2.792, 2.175], [-1.529, -3.770, 2.067], [-1.775, -2.101, 2.610], [-0.188, -2.898, 2.837], [-1.156, 1.587, -3.353], [-0.787, 2.610, -3.531], [-2.217, 1.533, -3.651], [-0.567, 0.879, -3.959], [-2.357, 2.152, -0.850], [-2.838, 1.616, -0.025], [-3.100, 2.321, -1.640], [-1.990, 3.121, -0.506], [1.480, 2.219, 2.151], [1.192, -1.758, 0.785], [1.492, -1.956, -0.634], [1.620, -0.988, -1.724], [1.908, 0.478, -1.384], [0.718, 1.471, -1.269], [0.514, 1.877, 0.220], [0.070, 0.751, 1.198], [1.158, -0.310, 1.594], [1.741, 3.601, 3.595], [1.610, -2.534, 1.442], [1.825, -2.961, -0.920], [0.767, -1.037, -2.423], [2.474, -1.339, -2.329], [2.491, 0.574, -0.461], [2.551, 0.896, -2.169], [0.986, 2.385, -1.847], [-0.081, 2.811, 0.350], [-0.756, 0.219, 0.709], [-0.477, 1.154, 2.131], [2.189, 0.145, 1.638], [0.897, -0.571, 2.638], [2.174, 3.077, 4.465], [0.758, 4.002, 3.883], [2.425, 4.411, 3.275], [3.761, 2.556, 1.867]],
  "lowdin_spin": [0.01, 0.08, 0.00, 0.01, 0.00, 0.00, 0.00, 0.00, 0.02, 0.00, 0.00, 0.00, 0.03, 0.00, 0.00, 0.00, 0.00, 0.00, 0.00, 0.00, 0.00, 0.00, 0.00, 0.00, 2.22, 0.10, 0.56, 0.10, 0.01, 0.03, 0.13, 0.06, 0.07, 0.15, 0.01, 0.02, 0.03, 0.02, 0.00, 0.00, 0.00, 0.02, 0.01, 0.02, 0.02, 0.00, 0.04, 0.03, 0.02, 0.15],
  "molar_mass_g_mol": 543.5,
  "total_charge": 2,
  "relative_energy_kj_mol": 313.1,
  "gap_ev": [6.53, 6.94],
  "homo_energy_ev": [-12.72, -13.74],
  "multiplicity": 5,
  "s2": 6.02
}

4.
{
  "formula": "C15H31F2NO4S",
  "method": "ωB97M-V with the def2-TZVPD basis set",
  "species": ["C", "C", "C", "C", "N", "C", "C", "C", "F", "S", "O", "O", "F", "H", "H", "H", "H", "H", "H", "H", "H", "H", "H", "H", "H", "H", "H", "H", "C", "C", "C", "O", "C", "H", "H", "H", "H", "H", "H", "H", "H", "C", "C", "C", "O", "C", "H", "H", "H", "H", "H", "H", "H", "H"],
  "positions_angstrom": [[4.213, 0.183, 1.513], [2.989, 0.881, 0.618], [2.579, 2.327, 1.356], [1.011, 2.711, 1.241], [0.065, 2.281, 2.293], [-1.277, 1.840, 1.751], [-1.285, 0.363, 1.034], [-2.735, 0.016, 0.312], [-3.563, 1.211, 0.031], [0.676, 1.296, 3.567], [1.644, 2.037, 4.572], [1.247, -0.101, 3.123], [-0.705, 0.882, 4.562], [3.800, -0.533, 2.360], [4.949, 0.996, 1.970], [4.861, -0.432, 0.737], [3.439, 1.083, -0.446], [2.055, 0.170, 0.583], [3.066, 2.402, 2.421], [3.167, 3.137, 0.702], [0.624, 2.318, 0.183], [0.945, 3.900, 1.152], [-1.615, 2.627, 0.944], [-2.087, 1.877, 2.621], [-1.012, -0.531, 1.743], [-0.483, 0.375, 0.169], [-3.331, -0.784, 0.956], [-2.504, -0.504, -0.716], [-3.377, -5.472, 1.407], [-4.398, -4.868, 0.478], [-4.027, -3.401, 0.510], [-2.612, -3.335, 0.736], [-2.149, -4.639, 1.114], [-3.215, -6.541, 1.247], [-3.689, -5.324, 2.448], [-4.259, -5.266, -0.534], [-5.432, -5.054, 0.780], [-4.522, -2.885, 1.339], [-4.276, -2.885, -0.421], [-1.583, -5.049, 0.271], [-1.481, -4.557, 1.976], [1.530, 1.203, -4.517], [1.699, 2.637, -4.950], [1.784, 3.361, -3.624], [2.375, 2.448, -2.689], [2.401, 1.142, -3.281], [1.821, 0.477, -5.280], [0.484, 1.018, -4.247], [2.641, 2.750, -5.499], [0.887, 3.003, -5.585], [0.788, 3.624, -3.250], [2.387, 4.271, -3.682], [3.440, 0.913, -3.540], [2.050, 0.402, -2.557]],
  "lowdin_charge": [-0.14, -0.23, -0.19, -0.22, -0.28, -0.20, -0.14, -0.13, -0.14, 0.92, -0.34, -0.35, -0.25, 0.08, 0.08, 0.07, 0.09, 0.10, 0.10, 0.13, 0.14, 0.15, 0.15, 0.14, 0.12, 0.11, 0.11, 0.13, -0.18, -0.18, -0.22, -0.16, -0.20, 0.12, 0.12, 0.12, 0.12, 0.12, 0.12, 0.12, 0.12, -0.18, -0.18, -0.21, -0.16, -0.22, 0.12, 0.12, 0.12, 0.12, 0.12, 0.12, 0.12, 0.11],
  "molar_mass_g_mol": 359.5,
  "total_charge": 0,
  "gap_ev": 9.67,
  "homo_energy_ev": -9.79,
  "smiles": "CCCCN(CCCF)S(=O)(=O)F.C1CCOC1.C1CCOC1"
}

5.
{
  "formula": "C15H31F5N3O5S2",
  "method": "ωB97M-V with the def2-TZVPD basis set",
  "species": ["C", "C", "O", "O", "C", "C", "C", "N", "O", "C", "N", "N", "C", "C", "C", "C", "F", "F", "C", "F", "F", "F", "H", "H", "H", "H", "H", "H", "H", "H", "H", "H", "H", "H", "H", "H", "H", "H", "H", "H", "H", "C", "S", "O", "C", "H", "H", "H", "H", "H", "H", "C", "S", "O", "C", "H", "H", "H", "H", "H", "H"],
  "positions_angstrom": [[2.608, -3.062, -0.220], [3.753, -2.382, -1.213], [3.842, -2.899, -2.454], [4.588, -1.232, -0.733], [4.046, 0.008, -1.312], [4.026, 1.299, -0.302], [2.659, 1.468, 0.587], [1.405, 0.912, -0.049], [0.416, 1.211, 0.853], [0.995, 1.660, -1.300], [1.118, 3.193, -1.422], [0.445, 0.987, -2.363], [0.188, -0.500, -2.459], [-0.834, -1.102, -1.322], [-2.389, -0.515, -1.505], [-3.371, -1.258, -0.416], [-2.722, -2.419, 0.286], [-4.525, -1.840, -1.178], [-3.872, -0.245, 0.812], [-4.168, -1.171, 1.968], [-2.813, 0.722, 1.215], [-5.075, 0.480, 0.325], [1.647, -3.336, -0.846], [2.982, -4.030, 0.324], [2.276, -2.231, 0.564], [4.773, 0.304, -2.212], [3.013, -0.244, -1.801], [4.285, 2.293, -0.909], [4.930, 1.165, 0.463], [2.506, 2.631, 0.754], [2.757, 0.997, 1.676], [-0.454, 1.365, 0.378], [0.651, 3.639, -0.576], [0.491, 3.506, -2.223], [0.153, 1.576, -3.201], [-0.338, -0.703, -3.511], [1.147, -1.172, -2.448], [-0.448, -1.008, -0.218], [-0.934, -2.271, -1.543], [-2.716, -0.747, -2.629], [-2.317, 0.653, -1.378], [-4.979, -4.532, 0.135], [-4.806, -5.982, 1.202], [-3.909, -6.957, 0.497], [-6.507, -6.569, 1.006], [-4.012, -4.026, 0.079], [-5.284, -4.839, -0.869], [-5.719, -3.850, 0.560], [-6.719, -6.752, -0.050], [-7.197, -5.822, 1.404], [-6.618, -7.500, 1.565], [3.965, 6.469, 1.609], [3.651, 5.283, 2.938], [3.105, 4.035, 2.310], [2.258, 6.178, 3.669], [4.784, 6.089, 0.993], [3.072, 6.584, 0.990], [4.253, 7.432, 2.037], [1.468, 6.311, 2.925], [2.600, 7.150, 4.032], [1.872, 5.594, 4.507]],
  "lowdin_charge": [-0.01, -0.27, -0.01, -0.11, -0.19, -0.11, -0.15, -0.16, -0.04, -0.13, 0.14, 0.10, -0.13, -0.16, -0.07, -0.16, -0.02, 0.00, -0.13, 0.03, 0.03, 0.05, 0.09, 0.11, 0.09, 0.15, 0.09, 0.13, 0.15, 0.09, 0.17, 0.12, 0.13, 0.11, 0.19, 0.16, 0.13, 0.12, 0.15, 0.15, 0.12, -0.29, 0.81, -0.56, -0.27, 0.01, 0.06, 0.06, 0.06, 0.05, 0.05, -0.27, 0.84, -0.59, -0.26, 0.05, 0.05, 0.06, 0.06, 0.06, 0.05],
  "molar_mass_g_mol": 492.6,
  "total_charge": 1,
  "gap_ev": 5.55,
  "homo_energy_ev": -10.29
}

6.
{
  "formula": "C15H31FP2Ru",
  "method": "ωB97M-V with the def2-TZVPD basis set",
  "species": ["P", "P", "C", "C", "H", "H", "H", "H", "C", "H", "H", "H", "C", "H", "H", "H", "C", "H", "H", "H", "C", "H", "H", "H", "Ru", "C", "C", "C", "C", "C", "C", "C", "C", "C", "H", "H", "H", "H", "H", "H", "H", "H", "H", "H", "H", "H", "H", "H", "H", "F"],
  "positions_angstrom": [[0.233, -2.007, -2.062], [0.010, 2.037, -1.631], [0.389, -0.492, -3.179], [0.926, 0.934, -2.948], [-0.475, -0.536, -3.962], [1.163, -0.903, -3.855], [1.984, 0.847, -2.631], [0.881, 1.406, -3.935], [-1.329, 2.738, -2.666], [-1.523, 3.665, -2.100], [-2.287, 2.118, -2.642], [-0.977, 2.983, -3.657], [1.375, 3.317, -1.678], [1.229, 3.949, -2.569], [2.343, 2.778, -1.685], [1.208, 3.856, -0.724], [-0.744, -3.380, -2.544], [-0.432, -4.192, -1.861], [-0.467, -3.699, -3.572], [-1.822, -3.179, -2.484], [1.937, -2.532, -2.184], [2.596, -1.710, -1.851], [2.126, -2.853, -3.226], [1.967, -3.406, -1.501], [-1.493, 0.401, -2.905], [0.244, 1.603, -6.024], [-1.087, 1.546, -5.788], [-2.078, 0.867, -6.679], [-1.685, -0.604, -6.990], [-0.850, -1.256, -5.917], [0.503, -1.314, -5.975], [1.395, -0.552, -6.898], [0.964, 0.916, -7.155], [0.065, -1.110, -0.478], [0.824, 2.446, -5.605], [-1.557, 2.326, -5.184], [-2.168, 1.367, -7.671], [-3.040, 0.890, -6.129], [-2.634, -1.150, -7.083], [-1.209, -0.654, -7.988], [-1.439, -1.948, -5.276], [1.023, -2.169, -5.523], [1.485, -1.034, -7.897], [2.391, -0.555, -6.417], [1.909, 1.459, -7.321], [0.407, 0.963, -8.110], [0.663, -0.180, -0.542], [0.510, -1.736, 0.299], [-0.994, -0.900, -0.285], [-2.784, -0.038, -1.561]],
  "lowdin_spin": [0.02, 0.11, 0.07, 0.06, 0.02, 0.01, 0.02, 0.00, 0.06, 0.01, 0.02, 0.00, 0.05, 0.00, 0.00, 0.00, 0.00, 0.00, 0.00, 0.00, 0.01, 0.00, 0.00, 0.00, 3.12, 0.05, 0.00, 0.00, 0.00, 0.00, 0.01, 0.01, 0.01, 0.00, 0.00, 0.00, 0.00, 0.00, 0.00, 0.00, 0.00, 0.00, 0.00, 0.00, 0.00, 0.00, 0.00, 0.00, 0.00, 0.31],
  "molar_mass_g_mol": 393.4,
  "total_charge": 2,
  "relative_energy_kj_mol": 220.2,
  "gap_ev": [8.89, 6.43],
  "homo_energy_ev": [-15.13, -15.13],
  "multiplicity": 5,
  "s2": 6.02
}